No. 1
C4H10S2 | ωB97M-V with the def2-TZVPD basis set

```
! RIJCOSX wB97M-V def2-TZVPD def2/J DEFGRID3
* xyz 0 1
C 0.72 -0.73 -1.54
C 0.37 -2.08 -2.04
C 0.17 -0.61 -0.05
S 0.99 0.58 1.09
S 0.27 2.38 1.23
C -1.01 2.55 2.49
H 1.89 -0.57 -1.39
H 0.33 0.06 -2.15
H -0.18 -2.14 -3.01
H 1.20 -2.80 -2.07
H -0.22 -2.68 -1.33
H -0.83 -0.37 -0.21
H 0.08 -1.49 0.66
H -1.69 1.66 2.56
H -0.49 2.82 3.46
H -1.60 3.42 2.30
*
```

LUMO level, eV: 0.936
Energy above the lowest of the compared OMol25 structures with the same formula, charge and spin, kcal/mol: 33.67

Mulliken population analysis, charges in e, atoms 1 to 8:
1. C -0.127
2. C -1.079
3. C -0.903
4. S -0.100
5. S -0.068
6. C -0.749
7. H 0.242
8. H 0.311

---

No. 2
C4H10Se | ωB97M-V with the def2-TZVPD basis set

```
! RIJCOSX wB97M-V def2-TZVPD def2/J DEFGRID3
* xyz 0 1
C 0.80 -0.01 1.71
C -1.76 0.78 -1.34
C 1.95 0.25 0.77
C -0.84 -0.32 -1.09
Se -1.64 -1.77 -1.83
H 0.15 -0.83 1.32
H 1.13 -0.26 2.71
H 0.10 0.91 1.80
H -2.42 0.69 -0.53
H -1.24 1.74 -1.26
H -2.40 0.68 -2.27
H 2.90 0.46 1.42
H 1.74 1.05 -0.03
H 2.12 -0.57 0.23
H -0.58 -2.80 -1.61
*
```

LUMO level, eV: -0.029
Energy above the lowest of the compared OMol25 structures with the same formula, charge and spin, kcal/mol: 91.62

Mulliken population analysis, charges in e, atoms 1 to 8:
1. C -0.649
2. C -1.219
3. C -0.727
4. C 0.167
5. Se -0.069
6. H 0.151
7. H 0.358
8. H 0.161